C5H10N3PS | ωB97M-V with the def2-TZVPD basis set

Structure (XYZ):
```
20
Properties=species:S:1:pos:R:3:forces:R:3:mulliken_charge:R:1
C -0.052719 -1.689633 -1.922803 1.1523 1.4837 1.4253 -0.11
C -0.290184 -0.816422 -0.803884 -1.1457 -0.2052 -1.3382 0.02
C 1.504295 -1.263724 2.451279 2.2098 0.6960 1.3530 -1.15
C -1.494306 3.420129 -0.645093 0.9318 0.5798 0.9188 -0.89
C 0.540364 -0.824940 1.458425 -0.4403 -0.3237 -0.5505 0.19
N 0.988893 -2.453742 -1.614100 -1.1629 -1.2997 -1.5959 -0.85
N 1.248321 -2.235283 -0.316684 1.0075 0.4798 -0.1791 -0.02
N 0.529077 -1.258250 0.191638 -1.4048 1.5493 1.7175 0.35
P -0.943817 2.009604 -1.789844 -2.1366 0.1526 0.7611 0.04
S -1.475835 0.411409 -0.435314 0.1590 -0.1202 -0.7853 -0.25
H -0.497280 -1.551480 -2.921766 0.5274 -0.4964 0.6839 0.37
H 2.476421 -1.517106 1.901649 -0.7822 0.5455 1.0346 0.29
H 1.660264 -0.403905 3.249540 0.0436 -1.5939 -1.7635 0.28
H 1.297813 -2.139296 3.096278 -0.3306 0.0280 -0.4532 0.24
H -0.647354 3.597407 0.134659 -1.6271 -0.4782 -1.1695 0.28
H -2.534386 3.527993 -0.162997 1.6493 -0.7560 -0.8171 0.29
H -1.379163 4.246519 -1.345252 -0.1874 0.4397 0.0659 0.33
H -0.253280 -0.155979 1.686492 -0.2433 0.3355 0.0951 0.32
H 1.559360 -2.903954 0.340958 0.5031 -0.9754 -0.0086 0.22
H -2.236486 2.000655 -2.553182 1.2770 -0.0410 0.6056 0.05
```
Positions in Å, forces in eV/Å.

The calculation puts the total energy at -1100.1830 Eh. As for the multiplicity: 1. As for the HOMO-LUMO gap: 0.2651 Ha. Its strongest force on any atom is 2.7 eV Å⁻¹. Its net charge is 0.

***

C5H10N3S | ωB97M-V with the def2-TZVPD basis set

Structure (XYZ):
```
19
Properties=species:S:1:pos:R:3:forces:R:3:mulliken_charge:R:1
C 0.018569 0.044597 0.175139 1.6645 -2.1081 -2.4879 0.79
C 1.798139 -0.912927 1.179098 -2.1080 -0.6590 -0.6214 0.17
C -1.093375 0.891790 -0.261727 1.0625 1.9838 0.7450 -1.29
C 0.033792 -1.435948 -1.948222 0.7472 5.3493 -2.4006 -0.75
C 0.666020 1.098687 2.312627 3.0188 -2.0263 -0.1870 -0.93
N 1.521272 -1.622685 -0.056048 -0.0463 2.2745 3.8716 -0.40
N 0.521054 -0.896882 -0.685202 0.6692 1.1480 0.7332 0.30
N 0.752766 0.089671 1.287713 0.0813 -1.8389 -2.3065 0.02
S 2.783876 -1.293779 2.357118 1.1069 -0.2202 0.4216 -0.33
H -0.881630 1.258574 -1.337832 -0.4717 0.0480 2.1200 0.31
H -1.215205 1.623107 0.617773 0.0159 -0.2913 -2.0460 0.37
H -1.982791 0.333942 -0.252609 -1.3340 -0.8808 -0.1979 0.40
H 0.757917 -1.301215 -2.875078 -0.8921 -0.3162 2.2824 0.27
H -0.110181 -2.403867 -1.719608 -1.3748 -3.4610 -0.0661 0.38
H -0.809326 -0.728027 -2.236122 0.4831 -1.7984 0.3397 0.28
H -0.198963 1.014369 2.812094 -3.5169 -0.1567 1.5597 0.45
H 0.742395 2.004819 1.786998 0.7629 1.6170 0.2740 0.43
H 1.402126 0.705861 3.062484 0.0456 1.4291 -0.6904 0.21
H 2.388895 -1.946672 -0.438788 0.0859 -0.0929 -1.3434 0.31
```
Positions in Å, forces in eV/Å.

The calculation puts the total energy at -758.6610 Eh. As for the multiplicity: 1. As for the HOMO-LUMO gap: 0.3272 Ha. Its strongest force on any atom is 5.9 eV Å⁻¹. Its net charge is +1. The SMILES is Cc1n(C)[nH]c(=S)[n+]1C.

***

C5H10N4 | ωB97M-V with the def2-TZVPD basis set

Structure (XYZ):
```
19
Properties=species:S:1:pos:R:3:forces:R:3:mulliken_charge:R:1
C 0.829659 -0.835456 -0.215630 0.4995 0.2344 -0.3406 0.84
C 1.448771 -1.292355 1.104681 -0.2584 -0.0175 -0.1004 -1.63
C 1.906015 -0.313846 -1.182454 -0.0320 -0.0836 0.0026 -1.43
N -0.192171 1.163291 0.934946 -1.8912 -3.2885 0.1814 -0.02
C -0.207437 0.222715 -0.037912 2.9000 1.3363 -3.7506 0.32
C -2.065171 1.003658 -0.160126 -0.0069 0.7224 3.2325 0.43
N -3.322885 1.339834 -0.527625 0.1652 -0.1129 -0.2331 -0.40
N -1.627797 1.117656 1.117334 -2.6498 3.7908 -0.2335 -0.80
N -1.147878 0.484274 -0.983398 1.3639 -2.2829 1.0311 -0.64
H 0.328201 1.027111 1.791108 -0.1692 -0.3366 0.0111 0.31
H 0.326836 -1.679095 -0.696127 -0.0356 0.0865 0.0565 0.24
H -3.671552 0.952974 -1.388451 -0.1073 -0.0512 0.1838 0.24
H -3.961027 1.602486 0.202331 -0.0066 0.0011 -0.0908 0.26
H 2.037452 -0.497489 1.561194 0.0373 0.0772 0.0626 0.35
H 2.120984 -2.128621 0.925333 0.0312 -0.0549 -0.0011 0.42
H 0.679256 -1.616306 1.808898 0.0825 0.0152 0.0259 0.38
H 2.640735 -1.094522 -1.374665 0.0646 -0.0159 -0.0408 0.39
H 1.458597 -0.004320 -2.124124 -0.0163 -0.0267 -0.0445 0.39
H 2.419414 0.548010 -0.755314 0.0294 0.0069 0.0478 0.35
```
Positions in Å, forces in eV/Å.

The calculation puts the total energy at -415.4843 Eh. As for the multiplicity: 1. As for the HOMO-LUMO gap: 0.3208 Ha. Its strongest force on any atom is 4.9 eV Å⁻¹. Its net charge is 0.